1.
ORCA calculation (ωB97M-V/def2-TZVPD) on C38H44Li2O18S as an isolated structure at a distorted geometry.

Geometry (Å):
Li 2.46702 2.86919 0.30164
Li 1.77364 -2.51058 -0.83849
S 0.57409 0.16231 0.49232
O 1.55955 1.16171 0.64077
O 1.22331 -1.03764 0.11537
O -0.20595 0.01427 1.73250
O -0.36468 0.52603 -0.58226
C 4.54070 -3.87522 0.47321
O 3.45838 -2.94946 0.40396
H 4.45620 -4.85677 -0.15861
H 4.87325 -4.19742 1.40780
H 5.48785 -3.38224 -0.02419
H 3.78946 -2.38127 0.99502
C -0.11435 4.05151 1.16035
O 0.98314 4.59091 0.45426
H 0.02245 3.12063 2.01483
H -1.00608 3.58176 0.68010
H -0.46668 5.15841 1.54630
H 1.08599 5.51892 0.65879
C -5.07344 2.78333 1.63120
C -3.88795 2.22687 1.04939
C -3.74049 2.31845 -0.33400
C -4.84415 2.94445 -1.07847
C -5.96182 3.56370 -0.52443
C -6.00338 3.58584 0.90280
O -7.02283 4.24223 1.50091
O -2.53609 2.01424 -0.92625
H -5.09771 2.74167 2.71883
H -3.08003 2.02125 1.74453
H -4.69990 2.92800 -2.17092
H -6.49974 4.20228 -1.22661
H -7.65524 4.48782 0.90179
H -1.94297 1.32243 -0.56971
C -3.22404 -1.34297 -1.64693
C -4.52704 -1.86609 -1.91542
C -4.65931 -2.97553 -2.65280
C -3.64606 -3.71364 -3.23335
C -2.39072 -3.08938 -3.16368
C -2.16656 -1.91342 -2.32002
O -0.87889 -1.36342 -2.18101
O -5.94443 -3.48678 -2.82329
H -3.44681 -0.63961 -0.85507
H -5.40428 -1.52017 -1.37482
H -3.55297 -4.54281 -3.79035
H -1.49217 -3.51007 -3.92321
H -0.81054 -0.52852 -1.85789
H -6.53966 -2.89819 -2.36774
C -4.81088 -2.88635 1.41431
C -4.33512 -1.68186 1.86084
C -2.90963 -1.58019 2.07089
C -2.09039 -2.57490 1.82448
C -2.56816 -3.88311 1.38431
C -3.92750 -3.99207 1.17368
O -4.41502 -5.24651 0.98209
O -2.46715 -0.33819 2.50078
H -5.95533 -3.12293 1.43090
H -4.90454 -0.91314 2.12215
H -1.04909 -2.42199 1.97689
H -1.86011 -4.65020 1.20064
H -4.68641 -5.46673 0.16099
H -1.53899 -0.16852 2.15783
C 4.83335 -0.45061 -1.15400
C 5.87007 -0.92560 -1.93918
C 7.23004 -0.78304 -1.47824
C 7.48605 -0.35070 -0.22342
C 6.43514 0.23577 0.59123
C 5.15301 0.06032 0.13312
O 4.19169 0.69653 0.87291
O 8.33890 -1.26845 -2.23660
H 3.85121 -0.35137 -1.29976
H 5.51304 -1.33911 -2.84416
H 8.40546 -0.08747 0.22176
H 6.89736 0.49498 1.47071
H 3.21653 0.73672 0.50885
H 8.30737 -2.02445 -2.60893
C 2.66246 -0.54890 6.75831
C 1.44913 -0.71203 6.20044
C 1.26649 -0.27144 4.83697
C 2.21963 0.40883 4.09653
C 3.58476 0.53030 4.68382
C 3.70061 0.02378 5.96208
O 4.89236 0.17268 6.60185
O 0.05855 -0.38334 4.20901
H 2.97970 -1.10423 7.65354
H 0.76813 -1.18095 6.84207
H 2.10511 0.64922 3.12046
H 4.37906 1.00036 4.04823
H 5.50501 0.79915 6.05428
H -0.11796 -0.05868 3.18924
C 0.88857 3.49597 -5.63261
C 0.99206 3.53470 -4.20565
C 0.75116 2.39590 -3.44683
C 0.45317 1.14906 -4.10594
C 0.39519 1.18383 -5.47149
C 0.60419 2.33383 -6.29593
O 0.71171 2.28271 -7.60409
O 0.77995 2.47974 -1.98635
H 1.12023 4.38910 -6.05730
H 1.13483 4.48047 -3.62862
H 0.28412 0.20569 -3.58712
H 0.22183 0.28921 -6.12594
H 0.25878 1.49174 -7.94631
H 0.33217 1.68943 -1.42487

The relative energy (zero: lowest compared OMol25 entry of this formula, charge and spin) comes out at 0.2086 eV. Its HOMO energy is -7.079 eV. The total energy comes out at -88213.14606 eV.

These are the Mulliken partial charges, in e, on atoms 1 to 6: atom 1 (Li): 0.739, atom 2 (Li): 0.699, atom 3 (S): 1.040, atom 4 (O): -0.568, atom 5 (O): -0.171, atom 6 (O): -0.985

2.
ORCA calculation (ωB97M-V/def2-TZVPD) on C38H44N2O4PPr as an isolated structure at a distorted geometry.

Geometry (Å):
Pr -1.11264 2.17937 0.23332
C -1.19222 4.87293 2.19411
C -2.39322 5.25935 1.28742
O -2.68859 4.14246 0.28056
C -3.11312 4.71686 -0.98940
C -3.09640 3.64536 -1.99100
O -1.86592 2.90272 -2.03884
C -0.85170 3.39640 -2.96970
C 0.26813 4.07930 -2.20426
O 0.59122 3.36734 -1.01243
C 1.54589 4.13793 -0.25596
C 0.84264 5.05484 0.66428
O -0.12668 4.21641 1.48729
H -1.55910 4.15858 3.00924
H -0.84502 5.78597 2.76581
H -2.25537 6.15870 0.73083
H -3.32198 5.36519 1.92012
H -2.40253 5.46848 -1.30208
H -4.05228 5.19607 -0.86898
H -3.28621 4.01919 -3.00843
H -3.85804 2.94192 -1.81530
H -1.38685 4.15571 -3.57226
H -0.47554 2.54739 -3.62411
H -0.05030 5.14974 -1.93284
H 1.13291 4.16341 -2.89233
H 2.16728 4.69988 -0.95526
H 2.30653 3.48225 0.21008
H 0.17440 5.78872 0.20444
H 1.55140 5.47060 1.43206
N -2.38466 1.41638 2.35555
C -3.53938 0.74818 1.74062
C -4.80143 0.99964 2.21516
C -5.94378 0.49711 1.50760
C -5.78859 -0.35847 0.44159
C -4.47854 -0.74472 0.03773
C -4.25444 -1.59360 -1.07453
C -2.92171 -1.86246 -1.46424
C -1.84507 -1.20482 -0.85421
N -2.03568 -0.26915 0.12015
C -3.31634 -0.14674 0.67686
H -1.72668 0.81751 2.78601
H -2.60817 2.07555 3.10753
H -4.95475 1.46028 3.19295
H -6.96690 0.87447 1.77306
H -6.67019 -0.77530 -0.04397
H -5.14381 -2.07022 -1.50124
H -2.73569 -2.60498 -2.26436
H -0.84015 -1.39965 -1.20457
C 5.14781 -0.56989 -0.50011
C 5.02760 -1.88165 0.25905
C 6.16569 -2.41379 0.86060
C 6.15766 -3.61671 1.51538
C 4.99444 -4.35975 1.52388
C 3.84500 -3.91115 0.86207
C 3.87270 -2.65114 0.18224
P 2.29429 -2.17361 -0.53714
C 2.01488 -3.71993 -1.55901
C 3.14156 -4.15294 -2.26223
C 3.06612 -5.23634 -3.16244
C 1.83503 -5.83467 -3.46645
C 0.72721 -5.39759 -2.72956
C 0.78899 -4.37113 -1.74681
C -0.60576 -4.16704 -1.07401
C 1.18855 -1.94095 0.92823
C 0.81831 -3.09402 1.62082
C 0.33383 -2.94290 2.93291
C 0.13244 -1.69315 3.50169
C 0.55658 -0.54079 2.82329
C 1.06472 -0.60329 1.47521
C 1.25010 0.56114 0.68487
H 4.28952 -0.33190 -1.15649
H 6.00638 -0.51227 -1.18261
H 5.22417 0.28356 0.22593
H 7.10859 -1.85592 0.79842
H 7.04148 -3.93730 2.00953
H 4.88576 -5.28065 2.10788
H 3.01800 -4.56297 0.77123
H 4.07370 -3.62505 -2.19429
H 3.99951 -5.60727 -3.56642
H 1.79651 -6.68435 -4.19759
H -0.23789 -5.94961 -2.70102
H -1.32260 -4.22930 -1.88889
H -0.72632 -3.26578 -0.47154
H -0.87184 -4.91926 -0.28582
H 0.92071 -4.06846 1.11740
H 0.07647 -3.81040 3.51393
H -0.34963 -1.65242 4.49988
H 0.40434 0.46216 3.32836
H 1.30455 0.44109 -0.41706
H 1.85010 1.43533 1.02264

Its spin multiplicity is 3. As for the charge: +2. Its HOMO energy (alpha / beta) is -10.787 / -10.960 eV. The total energy comes out at -74631.42171 eV.

These are the Mulliken partial charges, in e, on atoms 1 to 6: atom 1 (Pr): 1.301, atom 2 (C): -0.530, atom 3 (C): -0.681, atom 4 (O): -0.087, atom 5 (C): -0.415, atom 6 (C): -1.254

3.
ORCA calculation (ωB97M-V/def2-TZVPD) on a 2-piece molecular cluster, C38H44N5OS overall at a distorted geometry.

Geometry (Å):
C 0.71402 4.39014 3.56385
N 0.45406 3.00112 3.26315
C 1.48586 2.10622 3.15044
O 2.67327 2.35894 3.33103
C 0.86859 0.76623 2.73340
C 1.36538 -0.44301 3.53876
C 2.78248 -0.72479 3.20871
C 3.31040 -1.11922 1.98505
N 4.68338 -1.04096 2.04788
C 5.07331 -0.62416 3.31431
C 6.32324 -0.24566 3.77963
C 6.40197 0.30225 5.06706
C 5.24313 0.47132 5.85034
C 3.97958 0.09666 5.37239
C 3.89004 -0.43632 4.08718
N -0.56659 1.01161 2.89438
C -1.46570 0.05789 2.57259
C -2.84581 0.10947 2.80346
C -3.84143 -0.69865 2.24303
C -5.21107 -0.58538 2.72232
C -6.08316 -1.69855 2.82487
C -7.24161 -1.64598 3.59387
C -7.63078 -0.45159 4.21365
C -6.83020 0.68689 4.05663
C -5.67928 0.63763 3.28039
C -0.87408 2.39164 3.34846
C -1.35547 2.38908 4.80573
C -1.86106 3.12137 2.42818
H 1.77736 4.56794 3.41652
H 0.13549 5.03391 2.89926
H 0.44861 4.66602 4.58870
H 1.10935 0.61673 1.65732
H 1.25125 -0.22696 4.61380
H 0.72433 -1.30626 3.30582
H 2.79826 -1.40803 1.07344
H 5.31788 -1.26831 1.29148
H 7.19002 -0.38016 3.13273
H 7.36752 0.60860 5.47585
H 5.34568 0.92241 6.84120
H 3.06947 0.22948 5.96338
H -1.02794 -0.85151 2.13973
H -3.20054 0.82479 3.55514
H -3.62057 -1.40402 1.43639
H -5.76702 -2.64595 2.38555
H -7.83035 -2.54718 3.75184
H -8.53566 -0.41029 4.81717
H -7.08239 1.61387 4.56827
H -5.06414 1.53059 3.14953
H -0.53327 2.05421 5.45431
H -1.66118 3.40695 5.07971
H -2.20042 1.71040 4.94340
H -1.39289 3.26304 1.44552
H -2.77296 2.53534 2.30122
H -2.13383 4.09574 2.85344
C -2.49645 -3.34746 -3.92675
C -2.65374 -2.78281 -2.49611
C -1.28460 -2.23759 -2.05028
C -3.64879 -1.61060 -2.53604
C -3.20428 -3.86077 -1.52839
C -2.47168 -5.17577 -1.70062
C -2.97175 -6.28666 -0.80521
N -3.43072 -5.74488 0.47145
C -3.69097 -6.60171 1.55578
C -3.91044 -5.89964 2.73676
C -4.07982 -6.58794 3.94086
C -3.86055 -7.97297 3.95504
C -3.60754 -8.67686 2.76772
C -3.59951 -7.99395 1.54538
S -3.80374 -4.18004 2.45201
C -3.44818 -4.39057 0.73031
N -3.26976 -3.41108 -0.11163
H -3.40874 -3.85549 -4.26935
H -2.28678 -2.54385 -4.64925
H -1.66600 -4.06382 -4.00473
H -1.29751 -2.00340 -0.97832
H -0.45601 -2.92713 -2.27183
H -1.11250 -1.30370 -2.60640
H -3.99891 -1.38374 -1.52086
H -3.11507 -0.73630 -2.93445
H -4.50355 -1.83702 -3.19150
H -4.25549 -4.02858 -1.83829
H -2.58844 -5.53635 -2.72684
H -1.39176 -5.01156 -1.55822
H -3.79389 -6.85290 -1.27216
H -2.16686 -7.01694 -0.63919
H -4.35846 -6.02411 4.83069
H -3.88779 -8.51333 4.89991
H -3.41954 -9.75152 2.79806
H -3.51966 -8.51977 0.59854

As for the charge: +1. The relative energy (zero: lowest compared OMol25 entry of this formula, charge and spin) comes out at 0.1434 eV. Its HOMO energy is -9.707 eV. The total energy comes out at -60448.11993 eV.

These are the Mulliken partial charges, in e, on atoms 1 to 6: atom 1 (C): -0.988, atom 2 (N): 0.268, atom 3 (C): 0.348, atom 4 (O): -0.648, atom 5 (C): -0.041, atom 6 (C): -0.277

4.
ORCA calculation (ωB97M-V/def2-TZVPD) on C38H44OOsP2 as an isolated structure at a distorted geometry.

Geometry (Å):
Os -0.31993 0.88541 -1.81745
C -1.83898 1.44041 -3.00216
C -1.65813 0.01294 -3.00765
C -0.95957 -0.75844 -4.08437
C 0.43321 -0.14056 -4.43610
C 0.98941 0.59883 -3.24351
C 0.79456 2.00828 -3.02588
C -0.01288 2.89672 -3.94487
C -1.40750 2.34747 -4.15651
C 1.86891 -0.17859 2.35970
H -2.76884 1.76285 -2.53226
H -2.48276 -0.52441 -2.52682
H -1.56001 -0.80427 -5.00833
H -0.81807 -1.79549 -3.71726
H 1.10795 -0.97449 -4.67329
H 0.36260 0.50809 -5.32797
H 1.93670 0.20722 -2.87515
H 1.65551 2.49721 -2.55284
H 0.49646 2.98764 -4.90181
H -0.06955 3.89054 -3.47637
H -2.10741 3.18700 -4.19153
H -1.50791 1.83305 -5.12256
H 1.17560 0.67215 2.46646
H 2.75787 -0.07247 3.00213
H 1.34349 -1.12922 2.61582
P -1.34936 -0.70505 1.07635
P 2.49160 -0.26496 0.68704
C -0.15898 -0.77643 -0.43131
C 1.26152 -0.65446 -0.55749
C -2.19810 -2.44263 1.17360
C -2.94974 -3.16838 0.18916
C -3.70581 -4.29730 0.54186
C -3.64797 -4.76933 1.85764
C -2.84094 -4.12710 2.81876
C -2.09381 -3.01159 2.44748
C -2.59015 0.21547 0.19767
C -2.33607 1.59586 0.01781
C -3.37597 2.46414 0.22886
C -4.66904 1.96626 0.06820
C -4.92727 0.60168 -0.11358
C -3.87265 -0.29127 -0.03390
C 3.93579 -1.35338 0.74820
C 3.68556 -2.69926 1.07167
C 4.68722 -3.48516 1.64226
C 5.97780 -2.95282 1.77199
C 6.28856 -1.68270 1.27000
C 5.25959 -0.87496 0.77533
C 3.03694 1.32613 0.01619
C 2.43286 2.49568 0.51662
C 2.83758 3.73449 0.03604
C 3.94045 3.79204 -0.84411
C 4.54841 2.62195 -1.31450
C 3.99179 1.38971 -1.00162
H -0.54375 -1.62077 -1.01818
H 1.71050 -1.13276 -1.42907
H -3.01119 -2.83910 -0.85598
H -4.34712 -4.79187 -0.20646
H -4.21538 -5.64087 2.14315
H -2.79258 -4.47283 3.85318
H -1.40274 -2.54177 3.16623
H -1.28937 1.97866 -0.07745
H -3.14732 3.50804 0.50313
H -5.49780 2.67132 0.03803
H -5.92760 0.20956 -0.28126
H -4.07070 -1.35297 -0.15234
H 2.68268 -3.09407 0.93408
H 4.46877 -4.50288 1.97886
H 6.76884 -3.55786 2.21185
H 7.32109 -1.31656 1.26593
H 5.48813 0.12852 0.44086
H 1.68005 2.43539 1.32513
H 2.33711 4.64348 0.34795
H 4.31503 4.74123 -1.17805
H 5.45821 2.65077 -1.92018
H 4.33528 0.47279 -1.49345
C -1.02018 1.29690 4.58196
C -1.64321 0.41690 3.49205
C -3.15600 0.35884 3.48543
O -1.03644 0.51720 2.18080
H -1.32468 2.35359 4.61907
H 0.07877 1.24484 4.53919
H -1.31443 0.85122 5.55001
H -1.28882 -0.58102 3.77899
H -3.65717 1.32307 3.34551
H -3.54103 -0.31121 2.70662
H -3.48748 -0.05036 4.44871

Its spin multiplicity is 5. As for the charge: +2. The relative energy (zero: lowest compared OMol25 entry of this formula, charge and spin) comes out at 2.7782 eV. Its HOMO energy (alpha / beta) is -10.800 / -13.802 eV. The total energy comes out at -63189.82569 eV.

These are the Mulliken partial charges, in e, on atoms 1 to 6: atom 1 (Os): -0.234, atom 2 (C): -0.356, atom 3 (C): 0.089, atom 4 (C): -0.966, atom 5 (C): -1.143, atom 6 (C): -0.152

5.
ORCA calculation (ωB97M-V/def2-TZVPD) on C38H45ClIN8O4PbS as an isolated structure at a distorted geometry.

Geometry (Å):
Pb -0.94830 1.93152 1.34669
Cl -2.85939 6.28959 -4.46989
C -2.56344 5.64234 -2.94135
C -3.58211 5.61537 -1.96751
C -3.29024 5.22475 -0.68157
C -2.01880 4.65316 -0.32276
O -1.82513 4.23451 0.89192
C -0.99472 4.58419 -1.38061
C 0.28275 3.97771 -1.26454
N 0.70128 3.27136 -0.20036
C 2.04083 2.91981 -0.13160
C 3.03680 3.41999 -1.02190
C 4.34297 3.01605 -0.92207
C 4.76044 2.09138 0.03398
C 3.84226 1.52538 0.93959
C 4.22113 0.54488 1.90355
C 3.26832 0.01694 2.76460
C 1.94470 0.48875 2.68431
N 1.54784 1.39123 1.75406
C 2.44715 1.93503 0.89555
C -1.29037 5.17772 -2.61289
H -4.55308 5.92276 -2.31625
H -4.01816 5.26682 0.12093
H 0.92018 3.92227 -2.15986
H 2.68310 4.06109 -1.78237
H 5.10356 3.41236 -1.57423
H 5.78224 1.73625 0.01561
H 5.25534 0.26480 1.97067
H 3.51678 -0.73523 3.53230
H 1.18620 0.12304 3.38446
H -0.57138 5.30439 -3.39700
N -0.44319 2.90292 8.82775
C -1.58706 2.83391 8.11858
O -2.69014 2.80118 8.64311
C -1.39280 2.82679 6.62645
C -2.40806 2.33028 5.78939
C -2.24423 2.36604 4.41806
N -1.09541 2.74498 3.82740
C -0.12703 3.23803 4.62190
C -0.26050 3.37003 6.00895
H -0.54699 2.83142 9.83778
H 0.48370 2.74124 8.45419
H -3.33487 1.91938 6.20528
H -3.06886 2.06880 3.77683
H 0.79090 3.61159 4.16987
H 0.46202 3.97960 6.50720
C 0.52992 -4.64032 -7.02961
C 1.30019 -4.90692 -5.73812
C 1.31080 -3.72230 -4.73769
C 0.00380 -3.47101 -3.99050
N 0.09254 -2.45744 -2.92742
C 0.34683 -2.66438 -1.61127
S -0.02924 -1.46447 -0.46329
N 0.95870 -3.82722 -1.30041
C 1.54163 -4.10470 -0.00470
C 2.92999 -3.48943 0.21093
C 4.08915 -4.10075 -0.60548
C 4.36511 -5.59641 -0.38464
H 0.69667 -5.45211 -7.77634
H 0.84763 -3.67440 -7.50767
H -0.55988 -4.55163 -6.86772
H 2.34795 -5.17928 -5.98811
H 0.89179 -5.79899 -5.23709
H 1.54959 -2.78490 -5.29915
H 2.12709 -3.82805 -4.00407
H -0.41501 -4.42740 -3.60091
H -0.75752 -3.10508 -4.70082
H -0.39840 -1.56445 -3.04418
H 1.14042 -4.52084 -2.01826
H 1.55169 -5.19180 0.16087
H 0.85275 -3.63537 0.72612
H 3.15617 -3.52482 1.28193
H 2.90204 -2.40724 -0.03287
H 5.00442 -3.54181 -0.33213
H 3.93804 -3.90059 -1.69201
H 4.46236 -5.83126 0.69940
H 5.32478 -5.89858 -0.85103
H 3.56090 -6.26177 -0.78349
I -5.22123 -0.57654 0.59773
C -4.45870 0.38754 -1.15524
C -5.43542 0.79405 -2.09589
C -4.99488 1.41701 -3.25183
C -3.61597 1.55963 -3.42755
C -2.75553 1.10347 -2.46128
N -3.15155 0.57738 -1.30704
H -6.48649 0.70494 -1.85318
H -5.68302 1.73864 -4.04217
H -3.21939 2.03508 -4.32887
H -1.67244 1.17150 -2.55654
N -2.18921 -2.71518 1.33413
C -2.07218 -2.46922 2.80230
C -1.58216 -0.99344 2.97640
O -0.85874 -0.74088 3.94202
O -1.99587 -0.22073 2.04900
H -1.29410 -2.48507 0.76955
H -2.92984 -2.10576 0.93497
H -2.46398 -3.67060 1.11885
H -1.40320 -3.18611 3.25681
H -3.08520 -2.59634 3.22336

As for the charge: +3. The relative energy (zero: lowest compared OMol25 entry of this formula, charge and spin) comes out at 1.2666 eV. Its HOMO energy (alpha / beta) is -15.266 / -15.266 eV. The total energy comes out at -96929.14600 eV.

These are the Mulliken partial charges, in e, on atoms 1 to 6: atom 1 (Pb): 1.857, atom 2 (Cl): -0.049, atom 3 (C): 0.443, atom 4 (C): -0.568, atom 5 (C): -0.520, atom 6 (C): 0.681